DFT (the ωB97M-V functional and the def2-TZVPD basis) results for the ion C4H5OS with charge -1 at a distorted geometry.

Structure (XYZ):
```
11
Properties=species:S:1:pos:R:3:forces:R:3:nbo_charge:R:1
O 1.634434 1.611535 0.075964 -0.6 -1.4 -0.1 -0.6910
C 1.601564 0.365806 0.053074 -0.9 0.2 0.3 0.3388
S 2.886203 -0.720328 -0.054736 1.1 -0.3 -0.1 -0.5079
C 0.255333 -0.451813 0.170291 0.7 2.0 0.0 -0.3127
C -1.005558 0.303219 0.553063 -0.4 -1.6 3.0 -0.4451
C -0.843891 -0.227468 -0.808617 -2.7 -3.4 -0.4 -0.4175
H 0.353237 -1.444919 0.612199 0.0 0.3 -0.6 0.2297
H -0.828646 1.345454 0.637558 0.0 0.9 0.1 0.2220
H -1.561418 -0.153401 1.456483 0.5 0.7 -1.9 0.1865
H -1.464082 -1.147368 -1.179632 1.2 1.4 1.1 0.1810
H -1.027179 0.519287 -1.515644 1.1 1.2 -1.3 0.2162
```
Positions in Å, forces in eV/Å.

Computed properties:
Total charge: -1
DFT total energy in eV: -17111.841
E_LUMO in eV: 4.049
HOMO in eV: -3.06

DFT (the ωB97M-V functional and the def2-TZVPD basis) results for an isolated molecule of C4H6 at a distorted geometry.

Structure (XYZ):
```
10
Properties=species:S:1:pos:R:3:forces:R:3:nbo_charge:R:1
C -0.659023 0.846898 1.829815 0.0 -0.1 0.0 -0.5038
C -0.300926 0.431015 0.647737 0.0 0.0 0.1 0.0994
C -0.119349 0.222670 -0.626609 0.1 0.2 0.4 -0.2934
C 0.634139 -0.894013 -1.308926 0.1 0.0 0.1 -0.6294
H -0.150432 1.668746 2.324518 0.2 -0.4 0.2 0.2202
H -1.518305 0.392286 2.309632 -0.1 0.2 0.0 0.2190
H -0.547527 1.093344 -1.122129 -0.1 -0.5 -0.9 0.2299
H -0.004273 -1.506716 -1.960669 0.0 0.3 0.2 0.2199
H 1.067529 -1.570604 -0.565330 -0.1 0.2 -0.1 0.2202
H 1.448760 -0.514686 -1.933752 -0.1 0.0 0.1 0.2179
```
Positions in Å, forces in eV/Å.

Computed properties:
DFT total energy in eV: -4243.245
E_LUMO in eV: 1.029
HOMO in eV: -9.23

Calculated relative energy (zero: lowest compared OMol25 entry of this formula, charge and spin), 8.6 69.0 kJ/mol (same order as the records).